Entry 1:
{
  "formula": "C24H23N3O6",
  "method": "ωB97M-V/def2-TZVPD",
  "de_lowest_kj_mol": 347.8,
  "energy_ha": -1543.9792,
  "gap_ha": 0.2321,
  "multiplicity": 1,
  "species": ["C", "C", "O", "N", "C", "O", "O", "H", "H", "C", "O", "C", "C", "C", "C", "C", "O", "C", "C", "N", "C", "C", "C", "C", "C", "C", "C", "C", "C", "C", "O", "N", "C", "C", "C", "H", "H", "H", "H", "H", "H", "H", "H", "H", "H", "H", "H", "H", "H", "H", "H", "H", "H", "H", "H", "H"],
  "coordinates": [[3.5834, 4.0133, 0.4471], [3.4824, 2.5351, 0.8323], [3.7413, 2.0773, 1.9468], [3.0984, 1.8758, -0.2918], [3.1572, 2.7152, -1.3875], [3.0289, 2.4632, -2.5647], [3.4172, 4.0384, -0.9645], [2.7922, 4.5736, 0.9748], [4.5636, 4.4168, 0.7374], [-2.3836, -2.1408, -3.1271], [-2.5035, -1.4641, -1.8572], [-3.0880, -0.2449, -1.8098], [-3.6055, 0.4708, -2.9069], [-4.1622, 1.7318, -2.6845], [-4.2113, 2.3087, -1.4159], [-3.7263, 1.5719, -0.3175], [-3.7277, 1.9773, 0.9751], [-4.1696, 3.3161, 1.2948], [-3.1551, 0.3227, -0.5383], [-2.7009, -0.4183, 0.5931], [-1.4512, -0.9069, 0.7894], [-0.3205, -0.3836, 0.0305], [0.8887, -1.1991, 0.0676], [2.1136, -0.6869, -0.1678], [3.3069, -1.4851, 0.0318], [4.5594, -0.8387, 0.1002], [5.7119, -1.5280, 0.4553], [5.6447, -2.9073, 0.7225], [4.4212, -3.5817, 0.6046], [3.2635, -2.8900, 0.2487], [-0.4121, 0.6852, -0.5941], [-1.4745, -1.5485, 1.9829], [-0.3747, -2.1960, 2.6674], [-2.7715, -1.5447, 2.4788], [-3.5281, -0.8277, 1.6285], [-1.9242, -3.0995, -2.8871], [-3.3621, -2.3037, -3.6004], [-1.7365, -1.5736, -3.8099], [-3.5494, 0.0365, -3.9085], [-4.5650, 2.2883, -3.5299], [-4.6083, 3.3122, -1.2500], [-4.0110, 3.4018, 2.3697], [-3.5732, 4.0702, 0.7626], [-5.2342, 3.4525, 1.0577], [0.7602, -2.2664, 0.2470], [2.2481, 0.3619, -0.4726], [4.5632, 0.2350, -0.0907], [6.6540, -0.9868, 0.5348], [6.5364, -3.4572, 1.0269], [4.3562, -4.6544, 0.7953], [2.3172, -3.4254, 0.1448], [-0.6234, -2.2540, 3.7313], [-0.2244, -3.2185, 2.2981], [0.5559, -1.6345, 2.5523], [-3.0222, -2.0309, 3.4011], [-4.5656, -0.5546, 1.6453]],
  "forces_ev_per_a": [[0.2, 0.0, 0.4], [0.0, 0.1, -0.7], [-0.4, 0.2, -0.6], [0.6, 0.7, -0.3], [0.0, 0.3, 0.9], [0.0, 0.2, 0.7], [-0.1, -0.2, 0.0], [0.2, -0.1, -0.3], [-0.2, 0.0, -0.2], [0.0, 0.4, 0.2], [-0.1, -0.2, -0.5], [-0.2, 0.3, -0.5], [0.2, -0.4, 0.4], [0.1, 0.0, 0.1], [0.1, -0.2, 0.5], [0.0, 0.5, -0.6], [-0.2, 0.6, 0.0], [0.1, -0.4, -0.3], [-0.4, 0.0, -0.1], [0.2, -0.8, 0.5], [-2.3, 1.0, 1.6], [2.5, 1.2, -2.4], [-0.5, -0.2, -0.2], [-0.6, -0.6, -0.4], [1.0, -1.0, 0.1], [-0.5, 0.1, 0.0], [-0.1, -0.7, 0.1], [-0.2, 0.5, -0.1], [-0.2, 0.2, -0.1], [0.4, 0.6, 0.1], [-0.5, -1.6, 1.5], [-0.5, 0.0, -0.9], [0.6, -0.5, 0.5], [0.6, 0.1, -0.1], [0.3, 0.2, -0.8], [-0.1, 0.1, -0.1], [0.2, 0.1, 0.2], [-0.1, -0.1, 0.2], [-0.1, 0.3, 0.4], [0.2, -0.1, 0.2], [0.1, -0.4, -0.2], [0.0, 0.1, -0.2], [-0.1, -0.3, 0.1], [0.3, -0.1, 0.0], [-0.1, 0.3, 0.4], [0.1, -0.2, 0.4], [0.1, -0.3, 0.1], [-0.2, -0.2, 0.0], [-0.2, 0.2, -0.1], [0.1, 0.3, -0.1], [0.4, 0.1, 0.1], [0.0, 0.1, -0.2], [-0.1, 0.3, 0.0], [-0.3, 0.0, -0.1], [0.0, 0.0, 0.1], [0.0, 0.0, 0.0]]
}



Entry 2:
{
  "formula": "C25H45GaNOP2",
  "method": "ωB97M-V/def2-TZVPD",
  "energy_ha": -3716.7839,
  "gap_ha": [0.2070, 0.2201],
  "multiplicity": 1,
  "total_charge": 1,
  "species": ["Ga", "C", "C", "C", "C", "C", "C", "H", "H", "H", "C", "H", "H", "H", "C", "H", "H", "H", "C", "H", "H", "H", "C", "H", "H", "H", "C", "C", "C", "C", "C", "C", "C", "C", "H", "H", "H", "H", "H", "H", "H", "H", "H", "H", "H", "H", "P", "C", "H", "H", "H", "C", "H", "H", "H", "C", "H", "H", "H", "P", "C", "H", "H", "H", "C", "H", "H", "H", "C", "H", "H", "H", "O", "C", "N"],
  "coordinates": [[0.7932, -0.2109, -0.0474], [-2.3684, 1.7023, 0.2221], [-2.6889, 0.7695, -0.7973], [-2.6307, -0.3581, 1.2028], [-2.3687, 1.0132, 1.4607], [-2.8468, -0.5099, -0.1965], [-2.0604, 3.1333, 0.0317], [-1.6613, 3.3258, -0.9708], [-1.3215, 3.4906, 0.7629], [-2.9528, 3.7649, 0.1493], [-2.1452, 1.6302, 2.7889], [-1.8193, 2.6738, 2.6712], [-1.3858, 1.0917, 3.3782], [-3.0766, 1.6198, 3.3826], [-2.6518, -1.4515, 2.1895], [-3.6815, -1.7566, 2.4395], [-2.1590, -1.1594, 3.1266], [-2.1363, -2.3470, 1.8089], [-3.1751, -1.7756, -0.8884], [-4.2628, -1.9146, -1.0085], [-2.8034, -2.6361, -0.3193], [-2.7208, -1.8000, -1.8863], [-2.7937, 1.0970, -2.2319], [-3.7178, 1.6441, -2.4756], [-2.7605, 0.1949, -2.8508], [-1.9506, 1.7245, -2.5426], [1.6811, 0.4795, -3.1197], [0.5904, 1.2532, -3.2276], [-0.0938, 1.5160, -4.5389], [-0.9966, 0.3966, -5.1283], [-1.0469, -0.9042, -4.3786], [0.0201, -1.7002, -4.2300], [1.3462, -1.4243, -4.8767], [2.2428, -0.3208, -4.2540], [0.6542, 1.7633, -5.3101], [-0.6670, 0.2271, -6.1674], [-0.7232, 2.4099, -4.4204], [2.5453, 0.3466, -5.0770], [2.3021, 0.4979, -2.2119], [0.1916, 1.7898, -2.3585], [3.1640, -0.8068, -3.8924], [1.9196, -2.3648, -4.8580], [-0.0579, -2.6683, -3.7336], [1.2047, -1.1719, -5.9399], [-2.0248, 0.7886, -5.1913], [-2.0460, -1.2333, -4.0818], [2.0096, 1.9238, 0.5341], [1.5502, 2.8334, 2.0560], [2.3557, 3.5519, 2.2801], [1.4390, 2.1507, 2.9093], [0.6015, 3.3704, 1.9142], [3.7639, 1.5094, 0.8431], [4.2569, 2.3808, 1.2987], [4.2655, 1.2500, -0.0970], [3.8240, 0.6567, 1.5288], [2.0737, 3.2729, -0.6940], [2.3767, 2.8802, -1.6725], [2.7880, 4.0392, -0.3578], [1.0755, 3.7240, -0.7991], [1.2279, -2.5991, -0.2095], [-0.0869, -3.5498, -1.0277], [0.3455, -4.4706, -1.4477], [-0.5398, -2.9553, -1.8345], [-0.8675, -3.8115, -0.2998], [2.7066, -2.8223, -1.2470], [2.4342, -2.7828, -2.3096], [3.1589, -3.7939, -0.9978], [3.4357, -2.0286, -1.0410], [1.5814, -3.5876, 1.2942], [1.9313, -4.5947, 1.0073], [0.6697, -3.6775, 1.9060], [2.3500, -3.0829, 1.8942], [0.2609, -0.5143, 4.0714], [0.8056, -0.5500, 3.0056], [1.3470, -0.5527, 1.9256]],
  "forces_ev_per_a": [[-0.7, 0.3, 1.4], [0.3, -0.7, 2.1], [0.2, -0.1, 0.3], [-0.6, -1.5, -2.7], [0.4, 2.4, -1.5], [0.4, -0.2, 2.0], [-0.1, 0.8, -0.1], [0.0, 0.0, 0.1], [-0.2, 0.0, -0.2], [0.2, 0.0, -0.1], [0.1, 0.1, 0.4], [-0.2, -0.3, 0.2], [-0.3, 0.1, -0.1], [0.3, 0.1, -0.1], [0.0, -0.4, 0.7], [0.3, 0.0, -0.1], [-0.1, -0.1, -0.2], [-0.2, 0.2, 0.1], [-0.3, -0.4, -0.2], [0.3, 0.0, 0.0], [-0.1, 0.1, -0.2], [-0.1, -0.1, 0.1], [0.0, -0.1, -0.5], [0.2, -0.1, 0.1], [-0.2, 0.2, 0.2], [-0.2, 0.0, 0.0], [-0.3, 0.6, 0.0], [0.6, -0.1, 0.1], [-0.2, 0.3, -0.2], [-0.6, 0.1, -0.2], [0.3, -0.6, -0.3], [-0.5, 0.1, -0.2], [0.2, -0.3, -0.1], [0.8, -0.1, 0.0], [-0.1, 0.0, 0.4], [-0.2, -0.1, 0.3], [0.3, -0.2, -0.1], [0.0, 0.0, 0.3], [-0.5, -0.1, -0.1], [0.3, -0.2, -0.2], [-0.2, 0.3, -0.2], [-0.2, 0.3, -0.2], [-0.2, 0.3, -0.1], [-0.1, -0.2, 0.3], [0.4, -0.2, -0.1], [0.5, -0.1, 0.2], [0.6, 0.6, 0.0], [-0.3, -0.2, 0.2], [-0.3, -0.2, -0.2], [0.0, 0.2, -0.3], [0.3, -0.2, 0.0], [0.0, 0.0, 0.0], [0.0, -0.3, -0.2], [-0.1, 0.1, 0.2], [0.0, 0.2, -0.1], [0.0, 0.0, -0.1], [0.0, 0.2, 0.2], [-0.2, -0.2, -0.1], [0.3, -0.1, 0.1], [0.3, -1.0, -0.1], [-0.1, 0.0, -0.2], [-0.2, 0.2, 0.1], [0.1, -0.2, 0.4], [0.3, 0.1, -0.2], [0.2, -0.1, 0.0], [0.1, 0.0, 0.2], [-0.1, 0.3, -0.3], [-0.1, -0.2, 0.0], [0.0, 0.2, 0.1], [-0.2, 0.4, 0.0], [0.3, 0.1, -0.2], [-0.2, -0.2, -0.2], [1.0, -0.2, -1.5], [-0.7, 0.3, 0.7], [-0.6, 0.1, 0.3]]
}



Entry 3:
{
  "formula": "C4H14N4O",
  "method": "ωB97M-V/def2-TZVPD",
  "de_lowest_kj_mol": 339.7,
  "energy_ha": -454.9355,
  "gap_ha": 0.3408,
  "multiplicity": 1,
  "species": ["C", "C", "N", "C", "N", "O", "H", "H", "H", "H", "H", "H", "H", "H", "C", "N", "N", "H", "H", "H", "H", "H", "H"],
  "coordinates": [[-1.5936, 0.2910, 2.0226], [1.7640, 0.6071, 0.4949], [-0.6541, -0.2925, 1.0654], [0.2760, 0.8089, 0.2914], [-0.0307, -1.4638, 1.6105], [-0.2267, 1.9240, 0.2253], [0.4301, -1.9303, 0.8333], [0.6882, -1.1739, 2.2712], [-1.0802, 0.5572, 2.9521], [-2.3721, -0.4383, 2.2399], [-2.0156, 1.1910, 1.5847], [2.2749, 1.2756, -0.1974], [2.0252, 0.9180, 1.5099], [2.1042, -0.4119, 0.3319], [-0.5672, 0.6238, -2.3535], [-0.2349, -0.2054, -1.2115], [0.6049, -1.3288, -1.4974], [-0.9596, -0.5070, -0.1154], [1.4283, -1.0203, -2.0162], [0.1016, -1.9740, -2.1041], [-1.2544, 0.1100, -3.0355], [0.3336, 0.9060, -2.9170], [-1.0417, 1.5336, -1.9851]],
  "forces_ev_per_a": [[0.1, 0.0, -0.1], [-0.1, 0.0, 0.0], [0.2, 0.2, -0.1], [-0.3, -0.4, 0.0], [-0.1, 0.3, -0.1], [0.0, -0.3, 0.0], [0.0, 0.0, 0.0], [0.0, 0.0, 0.0], [0.0, 0.0, 0.0], [0.0, 0.0, 0.0], [0.0, 0.0, 0.0], [0.0, 0.0, 0.0], [0.0, 0.0, 0.0], [0.0, 0.0, 0.0], [0.1, -0.1, 0.1], [0.1, 0.2, 0.2], [-0.1, 0.2, 0.0], [0.1, 0.1, 0.0], [-0.1, 0.0, 0.0], [0.0, 0.1, 0.0], [0.0, 0.0, 0.0], [0.0, 0.0, 0.0], [0.0, 0.0, 0.0]]
}



Entry 4:
{
  "formula": "C2H3FO",
  "method": "ωB97M-V/def2-TZVPD",
  "de_lowest_kj_mol": 661.5,
  "energy_ha": -252.8753,
  "gap_ha": [0.3128, 0.3095],
  "multiplicity": 1,
  "species": ["C", "C", "O", "F", "H", "H", "H"],
  "coordinates": [[1.6045, 0.5308, 0.0050], [0.2345, 0.0993, 0.0061], [2.4721, 0.8969, -1.6504], [2.3148, 0.7565, 1.0480], [-0.3976, 0.4449, 0.8038], [-0.3183, 0.4944, -0.7788], [0.1835, -0.8707, -0.3171]],
  "forces_ev_per_a": [[4.7, 2.2, -7.2], [-0.2, 2.1, 1.5], [-3.6, -1.6, 6.9], [-1.0, -0.3, -0.3], [0.2, -0.7, 1.3], [-0.2, 1.5, -2.2], [0.0, -3.1, 0.1]]
}